Entry 1:
{
  "formula": "C32H72F12N10O24S12",
  "method": "ωB97M-V/def2-TZVPD",
  "gap_ev": 5.6,
  "charge": -2,
  "lumo_ev": 0.32,
  "de_lowest_kcal_mol": 302.36,
  "e_tot_ha": -9591.91634,
  "elements": ["C", "C", "C", "N", "C", "C", "C", "C", "C", "H", "H", "H", "H", "H", "H", "H", "H", "H", "H", "H", "H", "H", "H", "H", "H", "H", "H", "C", "C", "C", "N", "C", "C", "C", "C", "C", "H", "H", "H", "H", "H", "H", "H", "H", "H", "H", "H", "H", "H", "H", "H", "H", "H", "H", "C", "C", "C", "N", "C", "C", "C", "C", "C", "H", "H", "H", "H", "H", "H", "H", "H", "H", "H", "H", "H", "H", "H", "H", "H", "H", "H", "C", "C", "C", "N", "C", "C", "C", "C", "C", "H", "H", "H", "H", "H", "H", "H", "H", "H", "H", "H", "H", "H", "H", "H", "H", "H", "H", "N", "S", "O", "O", "F", "S", "O", "O", "F", "N", "S", "O", "O", "F", "S", "O", "O", "F", "N", "S", "O", "O", "F", "S", "O", "O", "F", "N", "S", "O", "O", "F", "S", "O", "O", "F", "N", "S", "O", "O", "F", "S", "O", "O", "F", "N", "S", "O", "O", "F", "S", "O", "O", "F"],
  "coordinates": [[1.37803, 2.21143, 7.98407], [0.40543, 3.27808, 7.35724], [0.28567, 4.60631, 8.23050], [-0.88748, 5.54577, 7.85779], [-0.75274, 5.99007, 6.37876], [-2.21288, 4.85726, 8.17814], [-2.98589, 5.87412, 9.02181], [-1.92196, 6.66096, 9.77560], [-0.83941, 6.83163, 8.70793], [1.04053, 1.79128, 8.93152], [2.34998, 2.70284, 8.02826], [1.39959, 1.33799, 7.33236], [-0.57552, 2.83174, 7.19413], [0.72384, 3.52966, 6.34561], [1.20501, 5.19116, 8.20094], [0.03383, 4.25404, 9.23079], [-0.53155, 5.07752, 5.82520], [0.07513, 6.68706, 6.24867], [-1.66126, 6.50263, 6.06256], [-2.77532, 4.52917, 7.30401], [-2.06906, 3.92995, 8.73269], [-3.51620, 6.54909, 8.35002], [-3.71249, 5.40941, 9.68831], [-2.28762, 7.65185, 10.04491], [-1.57054, 6.22847, 10.71237], [-1.12066, 7.76845, 8.22694], [0.13400, 6.93106, 9.18824], [-3.82089, -0.11490, 3.73648], [-2.53288, -0.48459, 3.02598], [-2.78719, -0.90310, 1.53909], [-1.54624, -1.38674, 0.72697], [-0.95297, -2.59328, 1.39001], [-0.51453, -0.25630, 0.46601], [0.25957, -0.67464, -0.76906], [-0.69517, -1.41324, -1.68934], [-1.92884, -1.71863, -0.73024], [-3.56030, 0.22071, 4.74025], [-4.50419, -0.96403, 3.72261], [-4.33935, 0.75550, 3.33437], [-1.87542, -1.21448, 3.49834], [-1.78650, 0.30917, 2.99501], [-3.18096, -0.06157, 0.96913], [-3.59471, -1.62138, 1.39736], [-0.58855, -2.43809, 2.40549], [-0.09927, -2.87646, 0.77429], [-1.73488, -3.34882, 1.31337], [0.04675, -0.22792, 1.39995], [-1.05056, 0.68903, 0.55040], [1.08015, -1.32637, -0.46907], [0.64118, 0.18983, -1.31235], [-0.25735, -2.24210, -2.24559], [-0.99269, -0.85238, -2.57535], [-2.11279, -2.79300, -0.73123], [-2.80270, -1.10771, -0.95658], [-0.76991, -1.26997, -9.00277], [0.28101, -2.33160, -9.30178], [-0.11191, -3.26109, -10.46316], [0.91010, -4.39636, -10.66463], [2.25540, -3.82523, -11.21824], [0.22655, -5.27729, -11.76147], [1.00730, -6.55789, -11.69673], [1.52273, -6.66785, -10.23024], [1.00211, -5.47278, -9.50304], [-0.29946, -0.47239, -8.42775], [-1.59851, -1.63032, -8.39313], [-1.07352, -0.77818, -9.92694], [0.42490, -2.86315, -8.36112], [1.19903, -1.80613, -9.56487], [-0.16762, -2.67609, -11.38118], [-1.11272, -3.67139, -10.32848], [2.79965, -3.18572, -10.52332], [1.98309, -3.11435, -11.99837], [2.82409, -4.66473, -11.61818], [0.34602, -4.77519, -12.72153], [-0.79714, -5.54727, -11.50207], [1.88350, -6.52611, -12.34431], [0.53839, -7.48651, -12.02212], [2.60605, -6.78697, -10.21202], [1.12170, -7.58880, -9.80702], [1.73921, -5.16185, -8.76269], [0.00779, -5.56202, -9.06548], [6.02209, 1.47706, 1.63096], [5.47104, 2.94396, 1.53502], [5.42394, 3.50621, 0.06892], [5.20083, 5.03030, 0.01735], [6.31930, 5.86706, 0.68761], [4.94515, 5.46572, -1.43778], [4.20961, 6.76584, -1.32523], [3.48814, 6.74272, 0.01618], [3.78276, 5.41098, 0.68001], [7.09253, 1.54491, 1.43691], [5.50710, 0.85164, 0.90174], [5.93243, 1.06095, 2.63441], [6.08550, 3.60463, 2.14662], [4.45597, 2.95977, 1.93187], [4.71073, 2.91790, -0.50842], [6.37246, 3.28334, -0.41971], [5.94841, 6.86682, 0.91353], [7.11554, 6.00906, -0.04309], [6.75444, 5.40544, 1.57397], [5.84785, 5.38485, -2.04333], [4.20902, 4.72989, -1.76147], [4.89805, 7.60926, -1.37843], [3.51669, 6.77959, -2.16650], [3.92624, 7.52564, 0.63522], [2.43555, 6.99756, -0.10714], [3.79845, 5.34886, 1.76811], [3.15015, 4.57371, 0.38521], [7.19911, -2.72431, -5.58707], [5.90725, -1.86781, -4.95217], [5.42567, -2.26533, -3.66918], [4.95831, -1.25577, -5.89700], [6.70132, -0.51321, -4.54907], [6.38450, -3.87000, -6.01137], [5.51442, -3.75766, -7.16944], [6.04406, -4.86810, -4.95825], [7.63042, -4.65511, -6.73121], [-10.53601, 3.32367, 7.65300], [-8.98847, 2.77444, 7.36661], [-8.49381, 1.58390, 8.08619], [-8.07166, 3.82454, 6.87005], [-9.49587, 2.15475, 5.93732], [-10.35259, 3.44814, 9.09935], [-9.45639, 4.44114, 9.61262], [-10.83060, 2.30288, 9.85630], [-11.73389, 4.27459, 9.25955], [-3.20482, 4.06063, -1.62730], [-2.26374, 4.73596, -2.63928], [-0.87251, 4.64179, -2.35446], [-2.71815, 5.92954, -3.28854], [-2.49302, 3.65228, -3.79622], [-2.78224, 5.10934, -0.33955], [-2.90484, 6.53028, -0.58706], [-1.62959, 4.64520, 0.44064], [-4.14464, 4.80542, 0.48459], [2.98486, -7.11362, 4.78566], [3.53321, -5.97379, 5.47704], [4.41716, -6.26723, 6.56725], [2.75217, -4.78853, 5.44490], [4.63838, -5.59374, 4.30802], [1.58421, -7.30480, 5.69341], [0.42249, -6.44462, 5.30057], [1.72114, -7.62611, 7.09493], [1.25623, -8.78981, 5.14474], [1.90119, -9.30692, -2.44928], [1.34997, -9.78465, -3.76555], [2.10711, -9.36621, -4.96239], [-0.10272, -10.01489, -3.95621], [1.94798, -11.30587, -3.73380], [1.18831, -7.79353, -2.60401], [-0.14742, -7.64962, -1.99707], [1.41160, -6.97137, -3.78277], [2.08553, -7.07763, -1.49193], [-7.51361, -2.14627, -0.90843], [-8.39653, -2.37337, 0.25824], [-7.80142, -2.61018, 1.54624], [-9.68887, -2.94710, -0.02545], [-8.70126, -0.78002, 0.47277], [-7.12129, -3.74251, -1.16179], [-8.10986, -4.57659, -1.80452], [-6.20342, -4.36636, -0.26201], [-6.05433, -3.35582, -2.31319]],
  "forces_ev_per_a": [[-0.86, 0.96, -0.79], [-0.17, 0.48, 0.52], [-0.67, -1.29, -0.64], [0.88, 0.78, -1.13], [-0.06, -0.83, 0.76], [-0.80, 0.02, 0.36], [-0.04, -0.10, 0.03], [-0.03, 0.32, -0.09], [-0.30, -0.46, 1.75], [0.08, 0.55, 0.22], [0.18, -0.53, 0.34], [0.27, 0.22, -0.24], [-0.20, 0.04, 0.34], [0.39, 0.00, 0.08], [-0.11, -0.05, 0.07], [0.33, 0.41, 0.20], [-0.43, 0.32, -0.25], [0.08, -0.13, 0.44], [-0.06, -0.36, 0.08], [0.36, 0.43, -0.35], [0.61, 0.20, 0.13], [-0.16, 0.03, 0.06], [0.00, -0.08, -0.23], [-0.08, -0.03, 0.04], [0.02, -0.45, -0.22], [0.38, -0.56, -1.04], [0.14, -0.05, -0.50], [0.38, 0.13, 0.25], [1.21, -0.23, -1.91], [0.19, 0.48, -0.41], [-0.24, 1.23, -0.37], [0.22, 0.00, -1.04], [-0.51, -0.71, 2.15], [0.35, 0.58, -0.22], [-1.33, -0.02, 0.38], [0.63, -0.96, -0.35], [-0.22, -0.50, 0.27], [-0.05, 0.14, 0.35], [0.11, -0.15, -0.56], [-0.90, -0.69, 0.47], [-0.38, 0.85, -0.11], [0.27, 0.35, 0.07], [0.34, -0.62, 0.36], [-0.38, 0.25, -0.14], [-0.06, -0.30, 0.08], [0.29, -0.17, 0.38], [0.64, -0.14, -0.20], [-0.23, 0.00, -1.08], [0.10, 0.16, -0.08], [0.31, 0.04, 0.36], [0.06, -0.69, 1.02], [-0.47, 0.77, 0.53], [-0.65, 0.22, -0.18], [0.05, -0.29, -0.11], [0.36, 0.52, -0.13], [-0.27, -0.06, -0.03], [0.81, 0.43, 1.28], [-1.73, 0.03, -0.77], [-1.35, -0.24, 0.22], [1.31, -0.39, 0.12], [1.71, -0.84, -0.05], [-0.61, -1.50, -0.75], [1.15, 1.61, -0.46], [0.03, -0.08, 0.15], [-0.14, -0.08, -0.41], [-0.51, -0.10, 0.00], [0.35, -0.35, -0.21], [0.17, -0.18, 0.10], [0.28, -0.16, -0.17], [0.21, -0.40, 0.24], [-0.11, -0.76, 0.60], [-0.20, -0.40, -0.32], [0.10, 0.30, 0.24], [-0.44, 0.12, 0.16], [-0.07, 0.94, 0.18], [0.05, 0.26, -0.14], [-0.67, 0.39, 0.12], [-0.08, 0.35, 0.18], [0.07, 0.12, 0.31], [-0.35, 0.40, 0.11], [0.07, 0.03, -0.18], [0.03, 1.47, -0.37], [-0.20, -0.26, -0.52], [1.16, -0.42, 1.47], [-0.81, -0.23, 0.97], [-0.25, -0.37, -1.08], [-0.33, -1.12, 1.20], [0.31, 0.34, -0.76], [-0.05, 0.58, 0.56], [0.99, -1.06, -1.06], [-0.01, -0.40, -0.32], [0.24, -0.19, 0.12], [-0.32, 0.13, -0.10], [-0.03, -0.10, 0.12], [-0.05, 0.10, 0.09], [-0.54, 0.75, -0.07], [0.23, 0.37, 0.01], [-0.23, -0.28, 0.09], [-0.02, -0.25, -0.06], [-0.48, -0.13, -0.16], [-0.03, 0.19, 0.21], [0.30, -0.20, -0.28], [-0.20, 0.10, -0.17], [0.03, 0.45, 0.06], [-0.22, 0.10, 0.11], [-0.03, -0.41, 0.25], [0.53, 0.43, -0.10], [-0.20, 0.23, -0.35], [-0.62, 6.06, 2.64], [-0.64, 5.23, 0.38], [0.15, -0.69, -0.55], [1.55, -1.90, 1.14], [0.70, -0.53, -0.19], [-1.26, -11.63, -2.86], [0.03, 0.52, 1.31], [0.07, 2.83, -2.24], [-0.03, 0.30, 0.19], [3.85, -1.58, -4.93], [1.18, -1.22, -5.76], [-0.88, 2.96, -0.88], [-1.38, -2.02, 1.92], [0.83, -0.05, 0.84], [-6.60, 1.63, 8.65], [1.47, -0.92, 0.16], [2.38, 0.27, -0.01], [-0.69, 1.05, 0.13], [0.45, 2.12, 3.68], [0.20, -0.15, -5.38], [1.11, 0.10, 0.40], [0.12, -0.04, 0.39], [0.18, -0.22, 0.08], [-1.49, -0.77, 1.52], [0.50, -1.43, 0.27], [-2.10, 0.50, -0.76], [1.38, -0.13, -0.05], [-5.83, -5.67, -0.82], [7.49, 6.39, 0.70], [-0.59, 0.44, 0.48], [-0.76, 1.00, 1.11], [-0.22, -0.19, 0.36], [-3.98, -1.60, -1.15], [3.36, -2.34, 0.69], [0.54, 1.11, -0.90], [0.01, 1.05, -0.39], [-1.03, 3.65, 1.51], [-0.45, -5.82, -8.16], [-1.59, 0.13, 1.69], [2.71, 0.93, 0.88], [-0.55, 0.21, 0.94], [-1.79, 4.10, 3.42], [2.30, -1.06, -1.25], [0.10, -1.64, 1.11], [0.23, -0.44, -0.35], [3.07, -3.04, -3.21], [-5.40, 3.75, 6.36], [0.15, -1.04, -0.56], [0.81, -0.03, 0.29], [-0.42, -0.26, -0.41], [2.50, -0.73, -3.57], [0.74, 1.22, 0.67], [-0.72, 0.27, 0.89], [-0.55, -0.04, -0.48]]
}

***

Entry 2:
{
  "formula": "CH2NOS3",
  "method": "ωB97M-V/def2-TZVPD",
  "gap_ev": [6.7, 5.8],
  "charge": -1,
  "lumo_ev": [2.41, 1.74],
  "de_lowest_kcal_mol": 41.59,
  "e_tot_ha": -1363.87681,
  "elements": ["C", "N", "O", "S", "S", "S", "H", "H"],
  "coordinates": [[-2.38287, 0.24462, -0.22004], [2.24693, -0.09916, 0.39253], [-2.98261, 1.20830, -0.60303], [-2.33245, -1.35157, -0.89762], [-1.39398, 0.19524, 1.16679], [3.46598, -0.08749, -0.73345], [1.64898, 0.74586, 0.44061], [1.73002, -0.85580, 0.45422]],
  "forces_ev_per_a": [[0.00, -0.29, -0.15], [2.55, 5.50, -1.16], [-0.85, 0.95, -0.77], [0.14, -0.20, 0.07], [0.88, -0.46, 0.86], [-0.36, -0.04, 0.53], [0.63, -0.71, 0.12], [-2.99, -4.76, 0.50]]
}

***

Entry 3:
{
  "formula": "C7H27BClN7NiO4",
  "method": "ωB97M-V/def2-TZVPD",
  "gap_ev": [7.9, 7.9],
  "spin_multiplicity": 3,
  "lumo_ev": [0.23, 0.23],
  "e_tot_ha": -2960.60280,
  "elements": ["Ni", "B", "H", "H", "H", "H", "Cl", "C", "C", "C", "O", "C", "N", "H", "H", "H", "H", "H", "H", "H", "H", "H", "H", "H", "C", "O", "N", "N", "H", "H", "H", "H", "C", "O", "N", "N", "H", "H", "H", "H", "C", "O", "N", "N", "H", "H", "H", "H"],
  "coordinates": [[0.34585, -1.44471, 0.31466], [-0.05281, -0.95144, 2.80305], [-0.52858, -0.17095, 3.58768], [1.09640, -0.71265, 2.52388], [-0.05812, -2.02241, 3.34671], [-0.72612, -1.02508, 1.81661], [1.38697, -3.51499, 0.63840], [0.70424, 2.71374, -0.41088], [0.11110, 1.77219, 0.63022], [-0.81603, 2.33410, 1.66188], [-2.06265, 2.63785, 1.03010], [-3.03890, 3.16554, 1.90077], [-0.46745, 0.54111, -0.03726], [1.16137, 3.56646, 0.09939], [-0.12195, 3.16954, -0.96562], [1.41263, 2.15953, -1.01796], [0.92674, 1.30566, 1.20330], [-0.41145, 3.23170, 2.14387], [-0.98152, 1.57359, 2.43318], [-2.58815, 3.51070, 2.83889], [-3.75043, 2.37577, 2.15927], [-3.54109, 4.02133, 1.45253], [-1.46072, 0.59035, 0.20211], [-0.50905, 0.74713, -1.03503], [3.39825, -0.13671, -0.02450], [2.32215, -0.58143, 0.30055], [4.31274, -0.94876, -0.66082], [3.76815, 1.16082, 0.15475], [4.06803, -1.92653, -0.59462], [5.27381, -0.66892, -0.74125], [3.21745, 1.79581, 0.70376], [4.69430, 1.48559, -0.06152], [-2.76254, -2.48697, -0.04057], [-1.62096, -2.07583, -0.06230], [-3.29329, -3.16314, -1.10862], [-3.58016, -2.35904, 1.04029], [-2.67663, -3.27000, -1.89191], [-4.17135, -3.64721, -1.12823], [-3.30856, -1.81382, 1.83806], [-4.53308, -2.65450, 0.92188], [0.92914, -1.06771, -3.03414], [0.45480, -1.19428, -1.91523], [2.26319, -0.90883, -3.26970], [0.11644, -1.04102, -4.14859], [2.60098, -0.67869, -4.18476], [2.83715, -0.91530, -2.44107], [0.50562, -1.26595, -5.04599], [-0.84593, -1.21166, -3.92523]],
  "forces_ev_per_a": [[-0.05, 0.24, 0.58], [0.65, -0.67, 0.81], [-0.19, 0.56, -0.13], [0.28, 0.33, 0.00], [-0.07, -0.34, 0.01], [-0.56, -0.04, -0.39], [-0.27, 0.38, -0.41], [-1.06, 0.45, 0.88], [1.44, -1.70, 0.03], [-0.92, -0.04, 0.05], [0.21, 0.42, -0.33], [0.22, -0.28, 0.54], [-0.81, 1.38, -0.20], [0.39, -0.17, -0.07], [0.20, -0.26, -0.45], [0.04, 0.23, -0.29], [0.04, 0.50, 0.13], [0.15, 0.02, -0.13], [0.13, 0.04, -0.01], [0.00, 0.00, -0.07], [-0.17, 0.16, -0.02], [-0.07, -0.12, -0.22], [0.11, -0.54, 0.14], [0.26, -0.26, 0.00], [0.55, -0.17, -0.01], [-0.61, 0.49, 0.08], [-0.38, 0.32, -0.18], [0.42, 0.39, -0.11], [0.21, -0.10, 0.11], [0.05, -0.22, 0.08], [-0.32, -0.31, 0.05], [0.01, -0.19, -0.02], [-0.45, -0.59, 0.60], [0.31, 0.21, -0.65], [0.20, 0.32, -0.21], [-0.33, -0.22, -0.68], [0.06, -0.15, 0.02], [0.02, 0.07, 0.23], [0.26, -0.03, 0.02], [-0.01, 0.17, 0.38], [0.22, 0.00, -0.52], [-0.05, -0.13, -0.16], [-0.83, -0.20, 0.40], [0.52, 0.23, 0.70], [0.24, 0.04, 0.15], [0.39, 0.04, -0.27], [-0.30, -0.07, -0.07], [-0.13, -0.18, -0.37]]
}

***

> Number 2 is which compound?

CH2NOS3